Record 1
A cluster of 2 separate species, C4H10N3 in total in a non-equilibrium geometry, computed with the ωB97M-V functional and the def2-TZVPD basis.

Results
- Energy above the lowest of the compared OMol25 structures with the same formula, charge and spin: 275.5 kJ/mol
- E_LUMO (alpha / beta): -3.6 / -7.0 eV
- Orbital gap (alpha / beta): 9.00 / 8.66 eV
- HOMO energy (alpha / beta): -12.61 / -15.62 eV

Structure (ORCA input):
```
! wB97M-V def2-TZVPD RIJCOSX def2/J DEFGRID3
* xyz 1 3
C -1.062 0.328 2.009
C -0.300 -1.421 0.714
C 0.964 1.240 -1.900
C 1.137 0.201 -0.865
N -0.335 0.839 1.044
N -1.259 -1.040 1.710
N 0.007 -0.016 0.091
H -1.684 0.773 2.789
H 0.531 -1.934 1.168
H -0.782 -2.057 -0.043
H 1.189 2.309 -1.602
H 1.544 0.838 -2.699
H -0.180 1.172 -2.279
H 1.897 0.671 -0.196
H 1.400 -0.855 -1.203
H -1.710 -1.689 2.326
H -1.358 0.640 -1.065
*
```

Record 2
An isolated molecule of C4H10N3O2P in a non-equilibrium geometry, computed with the ωB97M-V functional and the def2-TZVPD basis.

Results
- Energy above the lowest of the compared OMol25 structures with the same formula, charge and spin: 0.0 kJ/mol
- E_LUMO: 0.5 eV
- Orbital gap: 10.02 eV
- SMILES: NCP1(=O)CNC(=O)NC1
- HOMO energy: -9.49 eV

Structure (ORCA input):
```
! wB97M-V def2-TZVPD RIJCOSX def2/J DEFGRID3
* xyz 0 1
O 2.075 -1.322 2.280
O -2.109 -0.753 -1.408
C 1.211 -1.090 1.501
N -0.063 2.658 -0.517
N 1.307 -1.676 0.223
N 0.070 -0.343 1.967
C -0.284 1.380 -1.365
C 0.267 -1.610 -0.828
C -1.112 -0.082 1.093
P -0.919 -0.271 -0.653
H -0.849 3.255 -0.555
H 0.919 3.043 -0.628
H 2.157 -2.157 0.117
H 0.191 0.205 2.779
H 0.742 1.077 -1.801
H -0.793 1.730 -2.290
H -0.332 -2.523 -0.721
H 0.783 -1.598 -1.760
H -1.860 -0.852 1.247
H -1.401 0.929 1.319
*
```

Record 3
A structure of composition C4H10N3OP3 in a non-equilibrium geometry, computed with the ωB97M-V functional and the def2-TZVPD basis.

Results
- Energy above the lowest of the compared OMol25 structures with the same formula, charge and spin: 48.6 kJ/mol
- E_LUMO: -0.9 eV
- Orbital gap: 8.25 eV
- HOMO energy: -9.12 eV

Structure (ORCA input):
```
! wB97M-V def2-TZVPD RIJCOSX def2/J DEFGRID3
* xyz 0 1
C 1.041 0.442 -1.369
C 1.670 1.522 0.847
C 1.517 -1.003 0.650
C 0.987 0.310 0.183
N -2.780 0.198 0.903
N -4.283 -1.566 -0.523
N -0.442 0.517 0.485
O -1.796 -1.409 -0.870
P -4.181 -0.082 0.265
P -3.154 -2.054 -1.482
P -1.452 -0.795 0.765
H 0.656 -0.633 -1.751
H 0.503 1.256 -1.876
H 2.033 0.468 -1.601
H 1.505 1.525 1.902
H 1.536 2.445 0.281
H 2.786 1.542 0.856
H 1.425 -1.011 1.739
H 0.869 -1.693 0.262
H 2.573 -1.261 0.217
H -1.014 1.280 0.116
*
```

Record 4
The ion C4H10N3S with charge +1 in a non-equilibrium geometry, computed with the ωB97M-V functional and the def2-TZVPD basis.

Results
- Energy above the lowest of the compared OMol25 structures with the same formula, charge and spin: 371.2 kJ/mol
- E_LUMO: -3.8 eV
- Orbital gap: 8.94 eV
- SMILES: C[N@H+]1C=CN(N)[C@@H]1S
- HOMO energy: -12.76 eV

Structure (ORCA input):
```
! wB97M-V def2-TZVPD RIJCOSX def2/J DEFGRID3
* xyz 1 1
C 0.483 1.085 0.967
C 0.880 -0.179 1.120
C -0.672 -0.133 -0.537
C 1.263 -1.664 -0.732
N -0.402 1.150 -0.063
N -0.923 2.230 -0.699
N 0.242 -1.011 0.090
S -2.559 -0.817 0.192
H 0.620 1.909 1.614
H 1.564 -0.597 1.754
H -0.763 -0.116 -1.578
H 2.052 -0.957 -1.109
H 1.857 -2.433 -0.237
H 0.781 -2.270 -1.476
H -0.041 2.857 -0.824
H -1.546 2.740 -0.168
H -0.246 -1.896 0.348
H -2.588 0.101 1.335
*
```